No. 1
28
Properties=species:S:1:pos:R:3 method="wB97M-V/def2-TZVPD" homo_energy_ev=-7.756 smiles=Cc1c[nH]c2ccccc12.CSC gap_ev=8.5 e_lumo_ev=0.78
C 0.163 3.686 0.168
C 0.715 2.299 0.337
C 0.103 1.390 1.161
N 0.700 0.148 1.048
C 1.803 0.275 0.224
C 2.728 -0.694 -0.193
C 3.634 -0.341 -1.182
C 3.429 0.873 -1.876
C 2.558 1.840 -1.445
C 1.806 1.573 -0.286
H 0.946 4.436 0.271
H -0.578 3.829 0.944
H -0.168 3.809 -0.865
H -0.715 1.583 1.835
H 0.641 -0.673 1.641
H 2.776 -1.703 0.197
H 4.579 -0.854 -1.284
H 4.100 1.119 -2.693
H 2.474 2.783 -1.965
C -4.021 -3.673 -0.206
S -3.645 -1.916 -0.050
C -2.876 -1.767 1.639
H -4.996 -3.774 -0.670
H -3.273 -4.100 -0.874
H -4.062 -4.228 0.730
H -1.805 -1.789 1.771
H -3.286 -2.628 2.169
H -3.348 -0.871 2.027

No. 2
93
Properties=species:S:1:pos:R:3 method="wB97M-V/def2-TZVPD" homo_energy_ev=-7.672 gap_ev=6.9 e_lumo_ev=-0.76
Ti -0.149 0.455 -0.078
C -2.253 -1.431 -2.773
C -1.623 -2.723 -2.253
C -0.654 -2.406 -1.090
N -0.006 -1.119 -1.297
C 0.853 -0.992 -2.302
C 1.369 -2.113 -2.986
C 2.151 -2.243 -4.113
C 2.592 -1.262 -4.982
C 2.464 0.101 -4.791
C 1.946 0.798 -3.719
C 1.286 0.392 -2.541
N 0.958 1.247 -1.566
C 1.686 2.516 -1.606
C 1.517 3.497 -0.432
C 1.216 2.833 0.918
N -0.049 2.192 0.715
C -1.177 2.871 0.876
C -1.365 3.802 1.910
C -2.424 4.643 2.179
C -3.481 4.985 1.348
C -3.734 4.474 0.083
C -3.176 3.386 -0.557
C -2.173 2.482 -0.132
N -1.889 1.340 -0.743
C -2.858 0.843 -1.712
C -2.984 -0.682 -1.653
H -2.946 -1.663 -3.586
H -1.470 -0.794 -3.189
H -1.106 -3.221 -3.076
H -2.408 -3.388 -1.889
H 0.070 -3.219 -0.948
H -1.219 -2.342 -0.159
H 1.166 -3.058 -2.498
H 2.424 -3.260 -4.369
H 3.105 -1.582 -5.876
H 2.880 0.716 -5.578
H 2.053 1.866 -3.835
H 1.389 3.079 -2.503
H 2.752 2.265 -1.704
H 0.675 4.170 -0.638
H 2.428 4.098 -0.365
H 1.190 3.600 1.703
H 1.970 2.089 1.167
H -0.586 3.783 2.663
H -2.389 5.151 3.136
H -4.147 5.761 1.699
H -4.508 4.987 -0.478
H -3.552 3.222 -1.556
H -2.574 1.177 -2.721
H -3.841 1.260 -1.472
H -4.037 -0.968 -1.677
H -2.583 -0.953 -0.675
C -4.743 -0.967 3.961
C -4.938 -1.506 2.698
C -4.349 -0.866 1.617
N -3.622 0.238 1.716
C -3.438 0.745 2.926
C -3.974 0.179 4.077
H -5.188 -1.429 4.832
H -5.529 -2.399 2.559
H -4.476 -1.257 0.617
H -2.841 1.646 2.974
H -3.788 0.618 5.046
F 3.347 0.754 2.619
C 4.078 0.433 1.539
F 4.342 1.580 0.908
F 5.192 -0.105 1.994
S 3.009 -0.685 0.432
O 1.673 -0.197 0.742
O 3.277 -2.027 0.823
N 3.310 -0.335 -1.054
S 4.800 -0.486 -1.570
O 5.730 -0.212 -0.522
O 4.956 0.172 -2.823
C 5.047 -2.326 -1.927
F 5.454 -2.517 -3.184
F 5.982 -2.815 -1.122
F 3.940 -3.051 -1.763
O -0.150 0.629 2.912
C -0.305 -0.440 2.341
O -0.940 -0.548 1.214
C 0.271 -1.708 2.889
C -0.225 -2.960 2.544
C 0.433 -4.102 2.963
C 1.598 -4.006 3.709
C 2.083 -2.760 4.070
C 1.416 -1.616 3.674
H -1.139 -3.031 1.969
H 0.049 -5.076 2.698
H 2.122 -4.901 4.015
H 2.989 -2.687 4.653
H 1.768 -0.635 3.950

No. 3
19
Properties=species:S:1:pos:R:3 method="wB97M-V/def2-TZVPD" homo_energy_ev=-7.974 gap_ev=9.0 e_lumo_ev=1.05
C -0.232 0.154 1.531
C -1.372 -1.470 -0.354
C -0.472 -0.377 0.086
N 1.868 -1.011 -0.919
N -0.902 2.135 -0.158
C 0.992 0.599 0.660
C -0.060 1.000 -0.522
N 1.169 -0.912 0.335
H 2.856 -0.779 -0.784
H 1.852 -1.985 -1.224
H -0.375 3.003 -0.076
H -1.642 2.313 -0.834
H -0.892 0.929 1.925
H -0.051 -0.585 2.319
H 1.800 1.255 0.988
H 0.320 0.997 -1.545
H -2.159 -1.075 -1.006
H -0.844 -2.241 -0.922
H -1.854 -1.951 0.502

No. 4
121
Properties=species:S:1:pos:R:3 method="wB97M-V/def2-TZVPD" homo_energy_ev="-0.864 / -0.865" s_squared=0.770 spin_multiplicity=2 gap_ev="5.3 / 5.3" total_charge=-2 e_lumo_ev="4.43 / 4.43"
Y 0.363 0.181 0.400
C 2.714 2.871 -4.223
C 3.538 3.322 -3.201
C 3.454 2.808 -1.917
C 2.526 1.793 -1.593
C 1.650 1.405 -2.631
C 1.755 1.911 -3.909
N 2.380 1.203 -0.367
C 3.313 1.383 0.635
C 4.705 1.396 0.483
C 5.561 1.524 1.571
C 5.060 1.639 2.860
C 3.685 1.609 3.056
C 2.821 1.471 1.971
N 1.440 1.356 2.113
N 0.941 1.834 3.241
C -0.392 1.615 3.326
C -1.099 2.140 4.434
C -2.435 1.878 4.562
C -3.080 1.100 3.590
C -2.329 0.646 2.530
N -1.025 0.884 2.378
H 2.803 3.266 -5.228
H 4.272 4.097 -3.403
H 4.102 3.204 -1.148
H 0.886 0.664 -2.425
H 1.070 1.546 -4.667
H 5.120 1.292 -0.511
H 6.633 1.522 1.400
H 5.730 1.735 3.705
H 3.249 1.682 4.042
H -0.549 2.734 5.151
H -2.989 2.269 5.408
H -4.131 0.851 3.658
H -2.778 0.060 1.740
C -0.880 5.898 -2.597
C -0.230 4.530 -2.649
O -1.161 3.499 -2.313
P -1.540 3.181 -0.772
S -2.035 1.244 -0.787
S -0.193 3.743 0.506
O -2.884 4.070 -0.572
C -4.054 3.741 -1.320
C -5.110 3.178 -0.392
H -0.171 6.660 -2.927
H -1.194 6.134 -1.580
H -1.755 5.933 -3.249
H 0.624 4.473 -1.968
H 0.123 4.286 -3.650
H -3.811 3.023 -2.107
H -4.393 4.666 -1.795
H -4.750 2.250 0.051
H -6.032 2.974 -0.942
H -5.327 3.886 0.408
C -2.423 -2.028 -2.350
C -1.744 -1.467 -3.593
C -2.061 0.022 -3.775
C -0.242 -1.685 -3.740
C 0.192 -1.833 -5.059
C 1.524 -1.981 -5.383
C 2.456 -1.967 -4.360
C 2.074 -1.810 -3.034
C 3.151 -1.780 -1.970
C 4.379 -0.972 -2.388
C 3.567 -3.196 -1.567
C 0.702 -1.677 -2.695
N 0.300 -1.511 -1.342
C 0.119 -2.750 -0.739
C -0.209 -2.952 0.551
N -0.318 -1.898 1.495
C -1.201 -2.193 2.539
C -2.541 -2.595 2.302
C -3.370 -2.909 3.373
C -2.945 -2.790 4.685
C -1.659 -2.331 4.924
C -0.790 -2.032 3.885
C 0.633 -1.615 4.191
C 1.547 -2.845 4.161
C 0.802 -0.867 5.511
C -3.142 -2.595 0.905
C -3.431 -4.007 0.389
C -4.439 -1.780 0.820
H -3.508 -1.942 -2.466
H -2.125 -1.490 -1.454
H -2.171 -3.078 -2.200
H -2.189 -1.997 -4.446
H -1.574 0.624 -3.006
H -3.138 0.201 -3.698
H -1.720 0.369 -4.754
H -0.556 -1.834 -5.848
H 1.832 -2.100 -6.416
H 3.509 -2.068 -4.595
H 2.726 -1.305 -1.090
H 4.957 -1.480 -3.167
H 5.037 -0.844 -1.527
H 4.100 0.016 -2.758
H 3.982 -3.736 -2.426
H 2.718 -3.755 -1.179
H 4.326 -3.155 -0.783
H 0.189 -3.633 -1.376
H -0.362 -3.967 0.911
H -4.390 -3.223 3.172
H -3.609 -3.029 5.507
H -1.321 -2.208 5.946
H 0.949 -0.936 3.398
H 1.284 -3.523 4.978
H 2.595 -2.557 4.276
H 1.445 -3.389 3.222
H 0.700 -1.537 6.370
H 0.071 -0.065 5.610
H 1.798 -0.424 5.555
H -2.410 -2.135 0.239
H -4.164 -4.503 1.034
H -2.529 -4.615 0.359
H -3.844 -3.963 -0.622
H -5.258 -2.282 1.344
H -4.735 -1.667 -0.225
H -4.337 -0.785 1.252
O 2.329 -1.458 1.223
H 2.781 -0.938 1.900
H 1.490 -1.805 1.626

These records have energy relative to the best compared isomer or geometry (same formula, charge and spin) values of 90.0; 167.0; 418.1; 0.0 kJ/mol, in the order they appear.